# 1
Here is a cluster of 3 separate species, C17H31Br2ClO6 in total at a distorted geometry from OMol25. Energies are from ωB97M-V with the def2-TZVPD basis set.

```
57
Properties=species:S:1:pos:R:3:forces:R:3:nbo_charge:R:1
C 4.918 1.753 -0.244 -0.07 0.23 0.18 -0.637
C 3.773 2.648 0.267 0.57 -0.66 0.23 -0.245
Br 3.770 2.466 2.233 0.13 0.03 0.03 -0.007
C 2.439 2.265 -0.344 -0.30 0.68 -0.54 -0.258
Br 2.766 2.496 -2.279 -0.19 0.09 0.07 0.027
C 1.167 3.068 0.133 1.48 0.49 0.18 -0.029
Cl -0.030 3.331 -1.168 -0.13 -0.45 0.00 -0.012
C 1.471 4.517 0.632 -0.94 0.27 -0.72 -0.112
O 1.474 4.544 2.046 -0.21 -0.10 0.39 -0.476
C 0.624 3.574 2.448 -0.93 -0.41 1.62 0.812
O -0.015 3.587 3.488 1.48 0.10 -1.95 -0.547
C 0.611 2.439 1.399 -1.48 0.56 0.94 -0.390
C -0.795 1.831 1.408 0.22 -0.29 -0.31 -0.513
C -1.030 0.847 0.287 0.13 -0.59 -0.30 0.800
O -0.376 -0.154 0.138 -0.14 0.40 0.04 -0.584
O -2.066 1.110 -0.538 0.28 -0.33 0.24 -0.665
H 5.699 2.362 -0.674 0.20 0.23 -0.22 0.226
H 5.363 1.214 0.572 0.12 -0.37 0.22 0.234
H 4.580 1.071 -1.007 -0.05 -0.32 -0.09 0.227
H 4.040 3.669 0.071 -0.25 0.50 0.08 0.222
H 2.300 1.203 -0.208 -0.35 -0.30 -0.04 0.243
H 0.597 5.087 0.340 -0.15 0.28 -0.14 0.199
H 2.292 5.045 0.176 0.72 -0.24 0.25 0.218
H 1.269 1.710 1.844 0.44 -0.37 -0.31 0.284
H -1.581 2.567 1.474 -0.12 0.43 -0.15 0.225
H -0.866 1.256 2.319 -0.08 -0.18 0.36 0.269
H -2.276 2.040 -0.437 -0.37 0.28 -0.05 0.489
C -6.509 -1.649 -2.732 0.10 0.03 0.11 -0.644
C -5.618 -1.368 -3.930 -0.09 -0.10 -0.03 -0.063
O -4.739 -0.277 -3.748 0.01 0.13 -0.06 -0.538
C -3.805 -0.404 -2.687 0.04 -0.06 0.00 -0.062
C -2.859 -1.582 -2.835 -0.08 -0.11 -0.01 -0.649
H -7.053 -0.750 -2.441 -0.03 0.00 -0.03 0.211
H -7.228 -2.433 -2.973 -0.01 0.00 -0.02 0.214
H -5.934 -1.983 -1.867 -0.01 -0.05 -0.02 0.203
H -6.239 -1.099 -4.786 0.04 0.06 -0.02 0.185
H -5.061 -2.267 -4.216 0.00 -0.02 0.05 0.158
H -4.325 -0.444 -1.724 0.01 -0.04 0.01 0.157
H -3.229 0.517 -2.692 -0.05 0.07 -0.08 0.190
H -3.381 -2.538 -2.770 0.01 0.00 0.04 0.198
H -2.110 -1.558 -2.043 0.02 0.05 0.00 0.229
H -2.351 -1.544 -3.800 0.02 0.03 0.00 0.210
C 2.366 -4.899 1.337 -0.08 0.11 -0.07 -0.645
C 2.875 -4.080 2.512 -0.02 -0.15 0.03 -0.063
O 3.174 -2.737 2.188 0.15 0.10 0.01 -0.537
C 2.089 -1.963 1.710 -0.11 0.05 -0.07 -0.060
C 0.943 -1.827 2.696 0.03 -0.09 0.17 -0.650
H 3.065 -4.842 0.501 0.03 -0.03 0.01 0.212
H 2.252 -5.944 1.628 0.02 -0.01 0.02 0.215
H 1.397 -4.545 0.983 -0.02 -0.04 0.03 0.205
H 3.812 -4.506 2.870 0.04 0.07 0.00 0.186
H 2.169 -4.126 3.348 -0.04 -0.01 -0.03 0.158
H 1.727 -2.355 0.754 -0.05 0.00 0.01 0.168
H 2.507 -0.976 1.504 0.08 0.00 0.02 0.175
H 0.446 -2.780 2.883 -0.02 0.01 -0.04 0.203
H 0.199 -1.139 2.298 -0.01 0.01 -0.05 0.224
H 1.304 -1.446 3.654 0.02 0.01 -0.01 0.208
```
Forces are in eV/Å.

Summary:
LUMO level: 0.084 eV
E_HOMO: -9.510 eV
SMILES: C[C@H](Br)[C@H](Br)[C@]1(Cl)COC(=O)[C@H]1CC(=O)O.CCOCC.CCOCC
Largest force on an atom: 0.0476 hartree/bohr
Frontier orbital gap: 9.59 eV

=====

# 2
Here is a structure of composition C17H31BrFHfINO5PS at a distorted geometry from OMol25. Energies are from ωB97M-V with the def2-TZVPD basis set.

```
60
Properties=species:S:1:pos:R:3:forces:R:3:nbo_charge:R:1
C 3.922 -2.210 2.094 -0.61 0.44 -1.26 -0.642
C 3.654 -1.691 0.633 0.96 0.42 0.78 0.217
F 4.914 -1.306 0.111 -0.99 -0.12 0.05 -0.358
C 2.737 -0.389 0.603 -0.31 -0.83 0.01 -0.483
C 1.382 -0.655 -0.170 0.19 -0.67 0.19 -0.220
C 0.324 -1.145 0.897 0.38 -0.15 -0.83 -0.421
C -1.138 -1.491 0.300 1.34 -0.21 2.26 -0.252
C -1.244 -3.086 0.397 0.34 0.29 -0.40 -0.508
C -2.650 -3.643 0.015 1.71 0.39 -0.14 0.509
O -3.433 -3.855 0.848 -1.26 -0.41 0.63 -0.329
Br -3.221 -4.077 -1.803 0.33 0.09 0.26 0.386
C -2.216 -0.885 1.269 -1.27 0.09 -0.16 -0.465
C -3.505 -0.237 0.645 -0.11 0.97 1.25 0.087
O -4.508 -1.174 0.302 1.11 0.62 -0.75 -0.604
C -4.159 0.709 1.769 0.07 -0.12 0.22 -0.253
N -4.009 2.139 1.464 -1.20 -0.83 -0.46 -0.700
S -1.125 -1.032 -1.449 -2.01 -3.46 -4.72 2.293
O -0.453 -2.119 -2.169 1.17 1.16 1.46 -0.889
O -2.426 -0.922 -2.070 0.41 1.79 1.92 -0.872
O -0.293 0.334 -1.828 -0.13 -0.23 2.01 -0.697
C 0.931 0.533 -1.106 2.19 -0.13 0.78 0.071
C 2.093 0.743 -2.158 -0.04 -0.84 -0.89 -0.495
C 1.665 1.287 -3.560 0.59 1.55 0.16 -0.333
C 0.793 2.589 -3.580 -0.52 -0.49 -0.39 -0.666
I 0.864 -0.280 -4.862 0.16 0.44 0.65 0.812
P 0.714 2.226 -0.199 -0.82 0.69 -1.59 0.854
C -0.673 2.208 1.052 0.55 0.67 0.65 -0.986
C 2.335 2.897 0.488 -1.39 -0.20 1.43 -0.915
H 2.995 -2.000 2.682 0.81 -0.52 -0.10 0.188
H 4.785 -1.631 2.498 -0.67 -0.57 -0.17 0.258
H 4.142 -3.294 2.019 -0.03 0.73 0.48 0.266
H 3.285 -2.493 -0.043 0.04 0.54 0.42 0.183
H 2.478 -0.172 1.673 0.37 0.26 -0.84 0.207
H 3.373 0.403 0.153 -0.46 -0.43 0.30 0.229
H 1.604 -1.523 -0.844 -0.41 0.79 0.31 0.262
H 0.742 -2.082 1.346 -0.29 0.79 -0.33 0.269
H 0.303 -0.397 1.718 -0.42 -0.45 -0.53 0.210
H -1.123 -3.299 1.489 -0.33 0.17 -0.85 0.281
H -0.399 -3.599 -0.108 -0.78 0.34 -0.10 0.296
H -1.810 -0.142 1.998 0.01 -0.56 -0.89 0.231
H -2.579 -1.723 1.923 0.29 0.65 -0.57 0.285
H -3.270 0.444 -0.206 -0.07 -0.67 0.39 0.185
H -4.773 -0.950 -0.613 -0.28 -0.38 0.42 0.514
H -3.690 0.530 2.777 -0.31 -0.19 -0.80 0.239
H -5.242 0.440 1.905 0.75 0.17 -0.13 0.276
H -3.942 2.328 0.460 0.12 0.02 0.26 0.375
H -4.886 2.588 1.752 0.53 0.34 0.12 0.417
H 2.942 1.370 -1.796 -0.80 -0.30 -0.16 0.244
H 2.543 -0.270 -2.327 -0.25 0.82 0.26 0.275
H 2.622 1.576 -4.079 -0.67 -0.76 0.20 0.301
H 0.878 3.124 -4.553 -0.01 -0.52 0.63 0.281
H -0.276 2.311 -3.442 0.65 0.44 0.03 0.237
H 1.089 3.314 -2.788 -0.02 -0.67 -0.52 0.231
H -0.469 1.664 1.999 -0.48 0.13 -0.66 0.238
H -0.910 3.281 1.296 0.07 -0.81 -0.23 0.284
H -1.576 1.835 0.515 0.77 0.11 0.41 0.302
H 2.137 4.024 0.808 0.25 0.29 -2.35 0.133
H 3.197 2.912 -0.212 -0.43 -0.22 0.56 0.375
H 2.569 2.315 1.504 1.57 -1.14 -1.12 0.108
Hf 1.985 3.650 2.562 -0.39 0.70 2.45 1.678
```
Forces are in eV/Å.

Summary:
LUMO level: -17.546 eV
Charge: +4
E_HOMO: -19.595 eV
Largest force on an atom: 0.1202 hartree/bohr
Frontier orbital gap: 2.05 eV

=====

# 3
Here is a structure of composition C17H31CrF3O2P2 at a distorted geometry from OMol25. Energies are from ωB97M-V with the def2-TZVPD basis set.

```
56
Properties=species:S:1:pos:R:3:forces:R:3:mulliken_spin:R:1
P 0.315 -2.047 -1.634 -2.17 1.56 -0.80 0.003
P 0.554 1.937 -1.720 -0.63 0.89 -1.93 0.002
C -0.119 -0.702 -2.800 0.31 -0.29 -0.69 0.001
C 0.846 0.496 -2.814 0.67 -0.01 -1.07 0.002
H -1.162 -0.389 -2.616 0.34 -0.37 0.37 -0.001
H -0.122 -1.195 -3.786 0.09 0.40 0.09 0.000
H 1.891 0.180 -2.661 -0.33 0.15 -0.11 0.000
H 0.794 0.931 -3.829 0.21 -0.22 0.23 0.000
C -0.472 3.022 -2.784 0.40 0.13 -0.42 0.000
H -0.978 3.784 -2.167 0.19 -0.47 -0.20 0.000
H -1.234 2.417 -3.300 0.18 0.20 0.34 0.000
H 0.150 3.521 -3.540 -0.15 -0.17 0.06 0.000
C 2.126 2.827 -1.538 0.49 0.10 -0.48 0.001
H 2.250 3.509 -2.393 0.13 -0.13 0.31 0.000
H 2.977 2.131 -1.530 -0.23 0.21 0.12 0.000
H 2.122 3.421 -0.611 -0.06 -0.26 -0.27 0.000
C -0.674 -3.445 -2.186 0.24 -0.53 -0.28 0.000
H -0.575 -4.301 -1.502 0.03 0.26 -0.14 0.000
H -0.305 -3.737 -3.180 -0.14 -0.05 0.25 0.000
H -1.734 -3.171 -2.263 0.43 0.13 0.10 0.000
C 2.040 -2.453 -1.808 0.69 -0.52 -0.37 0.000
H 2.677 -1.562 -1.847 -0.21 -0.23 0.10 0.000
H 2.159 -3.005 -2.753 0.14 0.11 0.31 0.000
H 2.365 -3.097 -0.982 -0.07 0.12 -0.13 0.000
Cr 2.038 -0.733 3.032 0.51 -1.50 0.68 4.286
C -0.513 2.099 -0.226 -1.55 -0.86 4.08 0.010
C -1.965 2.101 -0.238 1.60 2.31 0.28 0.001
C -2.806 0.949 -0.453 -1.45 -0.36 0.43 0.000
C -2.645 -0.328 0.466 -1.62 0.96 -0.86 0.003
C -1.775 -1.292 -0.168 0.32 -1.11 -1.35 0.003
C -0.341 -1.412 -0.081 0.97 -1.20 2.24 0.011
C 0.675 -0.293 0.375 0.09 -0.04 0.15 -0.042
C 0.188 1.096 0.801 -0.09 0.44 0.44 0.037
C 2.442 -2.291 4.377 0.26 0.23 -0.25 -0.246
H -0.183 3.116 0.107 -0.05 -0.53 -0.47 -0.001
H -2.444 3.107 -0.253 0.54 -0.77 -0.22 0.000
H -2.699 0.607 -1.503 -0.35 -0.44 0.15 0.000
H -3.844 1.310 -0.337 0.16 -0.06 -0.20 0.000
H -2.450 -0.073 1.524 0.04 0.14 -0.41 0.000
H -3.662 -0.807 0.435 0.77 0.43 0.31 0.001
H -2.267 -2.163 -0.613 0.24 0.13 0.50 -0.001
H -0.136 -2.282 0.592 0.97 -0.20 0.28 0.004
H 1.474 -0.166 -0.377 -0.16 -0.02 0.13 -0.075
H 1.255 -0.719 1.258 -0.76 0.20 -1.20 -0.015
H -0.466 0.985 1.668 -0.18 0.10 -0.25 -0.022
H 1.086 1.616 1.193 -0.15 -0.09 -0.18 -0.001
H 3.292 -1.914 4.970 -0.13 -0.30 0.02 0.020
H 2.728 -3.244 3.892 -0.05 0.38 0.15 0.012
H 1.589 -2.497 5.051 0.37 0.25 -0.39 0.010
F -0.841 2.083 5.143 -0.35 -0.62 0.06 0.000
C -1.143 0.868 4.661 -0.40 0.14 -0.62 -0.008
F -1.665 0.096 5.636 0.26 0.59 -0.42 0.001
F -2.085 1.028 3.688 0.62 -0.10 0.94 0.000
C 0.104 0.198 4.037 0.06 -0.68 -0.12 -0.026
O 1.216 0.816 4.109 -1.09 -0.12 0.07 0.020
O -0.047 -0.932 3.480 0.06 1.72 0.62 0.009
```
Forces are in eV/Å.

Summary:
LUMO level (spin up / spin down): -0.710 / -0.775 eV
⟨S²⟩: 6.07
E_HOMO (spin up / spin down): -4.428 / -4.425 eV
Largest force on an atom: 0.0864 hartree/bohr
Frontier orbital gap (spin up / spin down): 3.72 / 3.65 eV
2S+1: 5

=====

Asked for total energy across the records above, the calculation gives -183023.4814 -132091.2547 -77369.6772 eV in order.